Below is C20H25N2O2PPd as an isolated structure in a non-equilibrium geometry, with properties calculated with the ωB97M-V functional and the def2-TZVPD basis.

Last column: Mulliken charge in e.
Positions of all 51 atoms, in Å:
C  -0.73  -3.01  -0.40  -0.795
C  -1.54  -1.99  -1.18  0.484
N  -1.13  -0.71  -1.20  0.542
C  -1.76  0.24  -1.94  0.175
C  -2.77  -0.19  -2.82  -0.871
C  -3.35  -1.45  -2.69  -0.623
C  -2.71  -2.38  -1.86  -0.803
C  -1.69  1.78  -1.80  -1.380
P  -0.65  2.38  -0.44  1.260
H  -3.06  -3.40  -1.73  0.447
H  -3.11  0.56  -3.53  0.518
H  -4.28  -1.69  -3.22  0.472
C  -1.37  -2.49  1.86  -1.145
C  0.84  -3.27  1.41  -0.980
H  -2.74  2.05  -1.60  0.671
H  0.14  -3.30  -0.99  0.409
H  -1.34  -3.93  -0.27  0.443
C  -1.74  3.72  0.08  -1.156
C  1.01  2.94  -0.83  -1.257
H  -1.25  4.67  -0.17  0.453
H  -2.70  3.64  -0.45  0.454
H  -1.90  3.60  1.14  0.192
H  1.62  2.99  0.09  0.390
H  1.52  2.27  -1.52  0.318
H  0.95  3.95  -1.27  0.529
H  0.57  -4.30  1.65  0.399
H  1.64  -3.27  0.67  0.386
H  1.21  -2.80  2.32  0.284
H  -1.79  -3.50  1.99  0.303
H  -0.99  -2.17  2.83  0.380
H  -2.17  -1.82  1.55  0.407
C  2.34  -0.35  -0.93  0.610
O  3.36  -0.26  -0.30  -0.343
Pd  0.59  -0.37  0.17  -0.555
O  2.37  -0.49  -2.30  -0.419
H  -1.67  2.43  -2.64  0.855
H  3.10  0.09  -2.57  0.377
N  -0.27  -2.48  0.90  0.677
C  -0.37  1.25  0.95  0.495
C  -0.79  1.81  2.05  -0.355
C  -1.01  1.91  3.43  0.776
C  -1.25  3.11  4.18  -0.343
C  -1.28  3.07  5.57  -0.681
C  -1.13  1.85  6.25  -0.358
C  -0.94  0.67  5.53  -0.511
C  -0.90  0.69  4.14  0.037
H  -1.39  4.06  3.65  0.494
H  -1.41  3.98  6.15  0.440
H  -1.15  1.82  7.34  0.455
H  -0.81  -0.28  6.04  0.441
H  -0.74  -0.21  3.55  0.003

Orbital gap (alpha / beta), eV: 7.10 / 5.39
HOMO level (alpha / beta), eV: -16.72 / -18.55
Spin multiplicity: 6
Expectation value of S²: 8.79
Charge: +3

---

Below is an isolated ion of composition C20H25N2O3 and charge +1 in a non-equilibrium geometry, with properties calculated with the ωB97M-V functional and the def2-TZVPD basis.

Last column: Mulliken charge in e.
Positions of all 50 atoms, in Å:
C  -1.68  1.21  -3.24  -1.495
C  -1.89  0.97  -1.75  -0.407
C  -1.86  2.33  -1.04  -0.186
C  -3.26  2.57  -0.36  -1.195
O  -3.50  1.65  0.72  -0.409
C  -2.48  1.57  1.73  -0.501
O  -2.95  0.49  2.49  -0.536
C  -1.15  1.24  1.06  -0.233
C  -0.77  2.35  0.05  -0.349
C  0.56  2.01  -0.61  -1.437
C  0.52  0.59  -1.20  0.876
C  1.47  -0.26  -0.42  -1.462
N  2.84  -0.47  -0.60  -0.037
C  3.30  -1.45  0.28  -0.842
C  4.55  -2.04  0.47  -0.887
C  4.71  -2.89  1.58  -0.704
C  3.62  -3.18  2.43  0.476
O  3.84  -4.04  3.49  -0.565
C  2.38  -2.60  2.21  -0.172
C  2.25  -1.74  1.11  0.022
C  1.07  -1.03  0.59  0.806
C  -0.37  -1.22  0.95  -1.346
C  -1.24  -0.14  0.29  -0.397
N  -0.87  -0.01  -1.16  0.288
C  -0.93  -1.33  -1.78  -0.768
H  -0.61  1.46  -3.46  0.286
H  -1.88  0.33  -3.82  0.434
H  -2.35  2.00  -3.58  0.445
H  -2.85  0.48  -1.66  0.629
H  -1.62  3.13  -1.75  0.854
H  -3.30  3.57  0.08  0.430
H  -4.07  2.46  -1.11  0.399
H  -2.39  2.46  2.32  0.518
H  -3.90  0.66  2.65  0.367
H  -0.40  1.21  1.86  0.851
H  -0.66  3.34  0.51  0.454
H  1.38  2.09  0.14  0.665
H  0.81  2.73  -1.38  0.366
H  0.85  0.62  -2.24  1.013
H  3.42  0.01  -1.29  0.257
H  5.43  -1.78  -0.11  0.422
H  5.66  -3.31  1.80  0.449
H  3.01  -4.34  3.87  0.304
H  1.50  -2.78  2.82  0.438
H  -0.66  -2.23  0.62  0.374
H  -0.51  -1.16  2.02  0.710
H  -2.26  -0.50  0.32  0.826
H  0.00  -1.86  -1.58  0.421
H  -1.00  -1.25  -2.89  0.275
H  -1.74  -1.93  -1.38  0.276

Orbital gap, eV: 8.33
HOMO level, eV: -10.51
Charge: +1
Structure (SMILES): C[C@@H]1[C@H]2CO[C@@H](O)[C@@H]3[C@H]2C[C@H]2c4[nH]c5ccc(O)cc5c4C[C@@H]3[N@@+]12C

---

Below is C20H25N2ORu as an isolated structure in a non-equilibrium geometry, with properties calculated with the ωB97M-V functional and the def2-TZVPD basis.

Last column: Mulliken charge in e.
Positions of all 49 atoms, in Å:
C  -0.09  0.76  -4.82  1.064
C  0.50  2.10  -4.70  -1.302
C  0.75  -0.36  -5.27  -1.218
C  -1.55  0.60  -4.75  -1.332
H  0.82  -0.42  -6.37  0.362
H  0.34  -1.33  -4.94  0.292
H  1.78  -0.27  -4.90  0.262
H  0.50  2.64  -5.66  0.346
H  1.54  2.06  -4.35  0.287
H  -0.08  2.71  -3.99  0.331
H  -2.03  0.77  -5.72  0.368
H  -1.98  1.33  -4.05  0.315
H  -1.83  -0.41  -4.42  0.292
C  2.47  -0.16  0.76  0.252
C  2.48  -0.97  -0.44  -0.875
C  2.20  -0.10  -1.57  -0.379
H  2.73  -2.02  -0.49  0.609
C  2.10  1.25  -1.06  -0.259
C  2.24  1.20  0.36  -0.690
H  2.18  2.05  1.03  0.356
H  2.65  -0.53  1.76  0.477
H  2.18  -0.39  -2.61  0.440
H  1.91  2.13  -1.66  0.439
C  -1.69  -0.98  0.19  -0.789
C  -0.67  -1.91  0.62  0.181
C  0.08  -2.30  -0.55  -1.007
H  -0.52  -2.29  1.62  0.509
C  -0.45  -1.56  -1.69  -0.229
C  -1.57  -0.78  -1.21  -0.151
H  -2.19  -0.13  -1.83  0.423
H  -2.42  -0.51  0.85  0.454
H  0.84  -3.07  -0.59  0.679
H  -0.12  -1.65  -2.72  0.389
Ru  0.54  -0.33  -0.29  0.245
N  -2.73  -0.53  6.65  -0.362
C  -2.51  -0.64  5.31  0.539
O  -3.31  -1.22  4.58  -0.642
C  -1.26  -0.02  4.76  0.088
C  -0.33  0.71  5.52  -0.406
C  0.80  1.22  4.89  -0.988
C  0.98  1.00  3.51  -0.132
N  0.09  0.33  2.78  0.161
C  -0.99  -0.16  3.38  -0.299
H  -3.54  -1.00  7.02  0.243
H  -2.07  -0.15  7.31  0.142
H  -0.50  0.86  6.59  0.286
H  1.56  1.77  5.42  0.395
H  1.86  1.40  3.01  0.234
H  -1.69  -0.70  2.74  0.598

Orbital gap (alpha / beta), eV: 2.91 / 3.11
HOMO level (alpha / beta), eV: -7.16 / -10.85
Spin multiplicity: 5
Expectation value of S²: 6.03
Charge: +1